Entry 1:
19
Properties=species:S:1:pos:R:3:forces:R:3 method="wB97M-V/def2-TZVPD" e_tot_ha=-1272.30317 e_above_lowest_kj_mol=576.7 gap_ev="5.56 / 8.04" charge=0
C -2.634335 1.248859 0.637556 0.284 0.528 1.228
C -1.250241 0.948794 0.766938 -0.211 1.493 -0.115
C -3.348622 0.179577 0.171428 -1.209 0.621 -0.010
C -0.971291 -0.369174 0.400495 1.002 0.151 0.661
C 2.225528 0.368216 0.008651 -3.595 -3.141 -2.299
C 1.991901 0.020028 -1.381385 3.153 -1.359 -1.864
C 0.283472 -0.993453 0.476779 -0.641 -0.706 0.692
N 1.407420 -0.181547 0.832484 0.741 1.350 0.079
O 1.561451 0.111676 2.024277 -0.680 -0.363 3.202
O 1.272640 -1.212417 -1.575908 0.226 -0.241 -0.181
S -2.421652 -1.219793 -0.016942 0.465 -0.246 -0.439
S 2.162778 -2.551692 -1.724228 0.108 -0.250 -0.046
H -3.063280 2.155915 1.143626 0.300 -0.859 -1.249
H -0.549075 1.770898 1.098214 -0.543 -1.583 -0.327
H -4.407255 0.174646 -0.100547 0.418 -0.124 0.368
H 2.839717 1.062333 0.374735 2.563 2.379 1.175
H 1.425237 0.691384 -1.948591 -0.701 1.462 -0.799
H 3.023979 -0.149599 -1.856150 -1.414 0.538 0.245
H 0.451621 -2.054658 0.668571 -0.265 0.350 -0.322

Entry 2:
15
Properties=species:S:1:pos:R:3:forces:R:3 method="wB97M-V/def2-TZVPD" e_tot_ha=-271.25479 e_above_lowest_kj_mol=726.4 gap_ev=7.83 charge=0
C 2.341129 0.574054 0.467690 1.683 -0.231 0.353
C 1.619035 -0.081456 -0.363328 -1.795 0.164 -0.721
C 0.440144 -0.062112 -0.982160 -1.445 -1.960 1.632
C -0.868634 -0.782000 -0.600420 1.203 2.140 0.435
C -1.306673 -2.191797 -0.640236 0.394 0.138 0.288
C -0.695218 0.402306 -0.030677 -1.660 -0.565 -0.959
C -0.827073 1.770443 0.664194 0.269 -0.852 -1.753
H 2.903992 0.222242 1.281854 0.215 -0.971 1.097
H 2.575140 1.544493 0.246699 0.845 2.630 -0.756
H -2.365567 -2.310701 -0.759299 -0.645 -0.132 0.653
H -0.812865 -2.822745 0.137630 -0.732 0.735 -0.093
H -0.911414 -2.601353 -1.523350 0.605 -0.514 -1.421
H 0.249327 1.784100 0.745279 0.673 0.861 1.943
H -1.519219 2.041715 1.545018 1.401 -0.860 -1.518
H -0.822103 2.512812 -0.188892 -1.012 -0.585 0.818

Entry 3:
15
Properties=species:S:1:pos:R:3:forces:R:3 method="wB97M-V/def2-TZVPD" e_tot_ha=-271.31365 e_above_lowest_kj_mol=571.8 gap_ev=9.35 charge=0
C 3.492527 -0.130753 0.275008 2.264 -0.954 1.030
C 2.130233 0.241867 0.313724 -0.904 -0.169 -0.882
C 0.994479 0.289487 -0.057318 -3.435 1.489 1.090
C -0.413761 0.385193 -0.582650 -0.504 -0.303 0.672
C -1.489712 1.427772 -0.699420 0.336 -3.818 1.878
C -2.006699 0.364898 -0.119655 4.588 2.578 -1.132
C -2.895797 -0.570948 0.447778 1.336 -2.616 0.613
H 3.731622 -0.616627 1.290569 0.117 0.458 -1.621
H 4.141861 0.782473 0.187670 -0.327 -1.060 -0.146
H 3.628516 -0.879903 -0.588116 0.227 1.201 1.407
H -0.285033 -0.250066 -1.398668 -0.414 -0.821 -1.977
H -1.582303 2.399995 -0.961731 -0.552 2.728 -0.931
H -2.792075 -0.702784 1.496434 0.802 0.399 1.374
H -2.521395 -1.596318 0.137890 -1.424 0.906 -0.308
H -3.895492 -0.293647 0.429819 -2.110 -0.017 -1.067

Entry 4:
15
Properties=species:S:1:pos:R:3:forces:R:3 method="wB97M-V/def2-TZVPD" e_tot_ha=-271.30343 e_above_lowest_kj_mol=598.7 gap_ev=8.36 charge=0
C -0.127461 -1.561549 -0.541083 0.015 -0.042 -0.011
C -0.272937 -0.118912 -0.099164 -0.123 -0.054 -0.124
C 0.212880 0.965235 -0.960866 -0.180 -0.002 -0.251
C 1.008131 0.662915 0.351431 0.457 -0.010 0.256
C 2.272918 0.091758 0.037202 -0.236 0.288 0.219
C -1.425996 0.163399 0.733584 -0.467 0.126 0.349
C -2.393874 0.373966 1.420732 0.470 -0.104 -0.334
H -0.974141 -1.839009 -1.176881 0.107 0.045 0.082
H 0.807249 -1.688250 -1.089539 -0.150 0.019 0.064
H -0.113546 -2.224447 0.329514 -0.014 0.094 -0.124
H 0.814916 1.387047 1.145877 0.057 -0.134 -0.125
H 0.710095 0.697630 -1.886800 -0.067 0.015 0.171
H -0.298605 1.922350 -0.947660 0.113 -0.158 0.033
H 3.033601 0.610064 0.657617 -0.116 -0.060 -0.116
H -3.253223 0.557809 2.026043 0.135 -0.023 -0.088